[1]
Computed, not measured: a molecular structure, C43H62B2N6O5Pd in a non-equilibrium geometry, with ωB97M-V with the def2-TZVPD basis set.

```
119
Properties=species:S:1:pos:R:3:lowdin_charge:R:1
Pd -0.7938 0.4628 0.5563 0.816
N -0.9205 0.4308 2.8565 0.039
C -1.8836 -0.5295 3.4112 -0.293
C -1.7430 -0.8132 4.9087 -0.134
C -1.9162 0.4187 5.8050 -0.178
C -3.3643 0.8937 6.0144 -0.150
N -4.1629 1.2417 4.8271 0.095
C -3.8021 2.0945 3.8723 -0.443
N -4.3537 2.0282 2.6662 0.206
N -2.8853 3.0491 4.1257 0.218
C -1.7957 -1.8276 2.5544 -0.667
O -2.2582 -2.8669 3.0275 0.016
O -1.2934 -1.6199 1.4219 -0.096
H 0.0184 0.0484 2.9353 0.082
H -0.9275 1.3168 3.3487 0.068
H -2.8858 -0.1536 3.1979 0.091
H -0.7449 -1.2273 5.0716 0.129
H -2.4580 -1.5917 5.1834 0.120
H -1.2942 1.2304 5.4218 0.092
H -1.5447 0.1881 6.8058 0.117
H -3.3579 1.7456 6.7004 0.116
H -3.9229 0.0933 6.4959 0.128
H -4.7524 0.4935 4.4957 0.157
H -4.8055 1.1583 2.4092 0.062
H -3.8028 2.4134 1.8897 0.129
H -2.8200 3.3904 5.0717 0.128
H -2.7775 3.7501 3.4064 0.117
C 1.1293 2.0632 -2.8621 -0.040
C 1.4098 0.8130 -3.7065 -0.348
C 2.2803 1.1877 -4.9069 -0.078
C 2.0061 -0.3116 -2.8727 -0.111
C 3.3662 -0.5849 -2.8929 -0.038
C 3.8887 -1.6647 -2.1990 -0.070
C 3.0553 -2.4824 -1.4618 -0.032
C 1.6842 -2.2429 -1.4021 -0.122
C 0.7777 -3.2065 -0.6647 -0.360
C 1.3620 -3.6589 0.6766 -0.059
C 0.4765 -4.4112 -1.5643 -0.048
C 1.1723 -1.1446 -2.1029 -0.118
N -0.2390 -0.9421 -2.1991 0.040
B -1.2022 -0.1351 -1.4905 -0.416
N -2.3936 -0.2301 -2.2903 0.036
C -2.1329 -1.0763 -3.3728 -0.080
C -0.8643 -1.5033 -3.3142 -0.068
C -3.6544 0.4401 -2.2914 -0.093
C -3.8368 1.4369 -3.2679 -0.121
C -5.0642 2.0781 -3.3651 -0.040
C -6.1013 1.7677 -2.5070 -0.076
C -5.9166 0.7846 -1.5540 -0.052
C -4.7108 0.0967 -1.4281 -0.118
C -4.6798 -0.9566 -0.3272 -0.328
C -4.1685 -0.3101 0.9675 -0.057
C -3.9298 -2.2570 -0.6339 -0.038
C -2.7211 1.8521 -4.2129 -0.363
C -3.0859 1.5407 -5.6678 -0.054
C -2.4075 3.3434 -4.0442 -0.059
H 0.6089 2.8113 -3.4658 0.072
H 2.0665 2.4899 -2.5027 0.082
H 0.5175 1.8245 -1.9932 0.045
H 0.4542 0.4565 -4.0993 0.117
H 3.1739 1.7315 -4.5940 0.074
H 1.7170 1.8352 -5.5806 0.076
H 2.5874 0.2987 -5.4601 0.082
H 4.0394 0.0375 -3.4681 0.104
H 4.9493 -1.8779 -2.2535 0.100
H 3.4655 -3.3366 -0.9368 0.110
H -0.1605 -2.7031 -0.4481 0.103
H 2.1299 -4.4264 0.5458 0.072
H 0.5653 -4.0680 1.2989 0.081
H 1.8000 -2.8088 1.1980 0.072
H 1.3996 -4.9246 -1.8448 0.080
H -0.0261 -4.0875 -2.4774 0.063
H -0.1762 -5.1170 -1.0472 0.081
H -2.9008 -1.3208 -4.0874 0.128
H -0.3350 -2.1540 -3.9909 0.132
H -5.2091 2.8430 -4.1181 0.109
H -7.0500 2.2827 -2.5897 0.102
H -6.7346 0.5242 -0.8914 0.109
H -5.7250 -1.2289 -0.1520 0.127
H -3.1554 0.0763 0.8147 0.059
H -4.1478 -1.0585 1.7640 0.096
H -4.8194 0.5236 1.2544 0.050
H -2.8574 -2.1348 -0.5381 0.058
H -4.1568 -2.6147 -1.6392 0.086
H -4.2294 -3.0234 0.0825 0.089
H -1.8168 1.2963 -3.9681 0.110
H -3.9654 2.1058 -5.9820 0.075
H -3.3020 0.4797 -5.7989 0.073
H -2.2585 1.8020 -6.3300 0.080
H -3.2715 3.9574 -4.3027 0.070
H -1.5793 3.6336 -4.6934 0.075
H -2.1295 3.5549 -3.0107 0.082
C 6.7168 -1.4971 3.2251 -0.071
C 6.9531 -0.4537 2.1309 -0.562
C 7.8526 0.6476 2.7105 -0.051
C 7.6544 -1.1440 0.9500 -0.045
C 5.6477 0.1639 1.6251 -0.174
C 5.7015 1.1784 0.6641 -0.037
C 4.5661 1.7604 0.1130 0.023
C 3.3498 1.2763 0.5380 -0.203
O 2.0828 1.6137 0.1463 0.134
B 1.2162 0.7811 0.8508 -0.560
O 1.9604 -0.0212 1.7247 0.123
C 3.2803 0.2756 1.4951 -0.189
C 4.4021 -0.2945 2.0559 0.067
H 7.6756 -1.8927 3.5633 0.083
H 6.1241 -2.3349 2.8539 0.085
H 6.2085 -1.0551 4.0839 0.086
H 8.7852 0.2233 3.0888 0.083
H 7.3424 1.1498 3.5346 0.089
H 8.1040 1.3993 1.9629 0.073
H 8.5713 -1.6363 1.2824 0.083
H 7.9108 -0.4279 0.1691 0.077
H 6.9970 -1.9015 0.5190 0.087
H 6.6641 1.5287 0.3138 0.105
H 4.6348 2.5353 -0.6390 0.120
H 4.2888 -1.0751 2.7951 0.117
O -1.3547 2.9745 1.5176 -0.099
C -1.0549 2.4426 0.5082 -0.221
```

Calculated values
HOMO (spin up / spin down) (eV): -5.934 / -5.954
Charge: 0
Lowest unoccupied orbital energy (spin up / spin down) (eV): -0.42 / -0.42
Orbital gap (spin up / spin down) (eV): 5.511 / 5.531


[2]
Computed, not measured: a single C9H9NO4 molecule in a non-equilibrium geometry, with ωB97M-V with the def2-TZVPD basis set.

```
23
Properties=species:S:1:pos:R:3:nbo_charge:R:1
C -1.6120 -2.3127 -2.3244 -0.158
C 0.7039 -2.6493 -1.8527 -0.151
C -1.7827 -1.3804 -1.3353 -0.279
C 0.5911 -1.6719 -0.8828 -0.281
C -0.4435 -2.9421 -2.5818 -0.022
C -0.6778 -1.0381 -0.6163 0.354
C 0.5979 1.4108 1.5860 -0.316
C 0.3695 0.1518 1.2834 0.557
C 0.0091 2.6053 0.8300 -0.610
N -0.4936 -3.9695 -3.6045 0.518
O -1.5364 -4.2993 -4.2009 -0.381
O 0.5877 -4.5380 -3.7881 -0.383
O 0.8822 -0.9957 1.8629 -0.701
O -0.6791 -0.1284 0.4264 -0.498
H -2.5221 -2.6433 -3.0101 0.264
H 1.5902 -3.1968 -2.1537 0.252
H -2.6762 -0.8757 -1.0029 0.241
H 1.5326 -1.5258 -0.4032 0.243
H 1.3289 1.7801 2.2846 0.213
H 0.7225 3.2206 0.4866 0.209
H -0.6342 3.1786 1.5510 0.211
H -0.4176 2.3626 -0.0590 0.218
H 1.0841 -0.7878 2.8347 0.500
```

Calculated values
HOMO (eV): -9.118
Charge: 0
Lowest unoccupied orbital energy (eV): -0.44
SMILES: C/C=C(/O)Oc1ccc([N+](=O)[O-])cc1
Orbital gap (eV): 8.679
Energy above the lowest of the compared OMol25 structures with the same formula, charge and spin (kcal per mole): 111.30


[3]
Computed, not measured: 8 unconnected molecules or ions with the total composition C14H44N8O8 in a non-equilibrium geometry, with ωB97M-V with the def2-TZVPD basis set.

```
74
Properties=species:S:1:pos:R:3:lowdin_charge:R:1
C 7.4463 0.4094 2.3606 -0.107
C 7.3305 0.0336 0.8906 -0.285
O 6.8716 -1.3503 0.8814 -0.097
H 8.1881 -0.1487 2.9319 0.074
H 6.4784 0.2811 2.8451 0.071
H 7.7622 1.4464 2.4745 0.068
H 8.2466 0.2188 0.3298 0.109
H 6.5495 0.6524 0.4488 0.101
H 6.1022 -1.3569 1.4556 0.064
C -0.0056 1.6695 -6.9889 -0.086
C 0.9094 0.4914 -6.6028 -0.309
O 1.8808 0.8968 -5.6258 -0.094
H -0.3774 2.1592 -6.0889 0.072
H -0.8066 1.3707 -7.6652 0.070
H 0.5151 2.4398 -7.5578 0.066
H 1.4437 0.0776 -7.4580 0.101
H 0.3841 -0.3977 -6.2538 0.107
H 2.4070 1.5676 -6.0673 0.074
C -3.6652 7.3378 -1.8268 -0.852
O -3.2366 6.2415 -1.7345 0.062
N -4.9479 7.6280 -1.8860 0.162
N -2.9223 8.3599 -1.9871 0.164
H -5.2415 8.5940 -1.9152 0.104
H -5.6195 6.8918 -1.7212 0.120
H -1.9355 8.2359 -1.8112 0.128
H -3.3323 9.2359 -2.2779 0.114
C -6.8740 2.7217 0.8691 -0.775
O -7.6131 3.6166 0.4764 0.011
N -7.3010 1.8450 1.7256 0.155
N -5.6016 2.5513 0.5359 0.164
H -6.6237 1.1991 2.1054 0.101
H -8.1618 1.9431 2.2447 0.121
H -5.2612 3.3867 0.0817 0.117
H -5.0336 1.9267 1.0903 0.104
C 2.6333 -2.8756 4.0794 -0.819
O 2.8907 -2.9998 2.9034 0.033
N 2.7637 -3.7531 4.9828 0.170
N 2.1501 -1.7725 4.6117 0.155
H 3.1490 -4.6790 4.8627 0.134
H 2.3600 -3.4669 5.8633 0.109
H 1.8189 -1.8742 5.5604 0.099
H 1.8160 -1.0452 3.9956 0.120
C 0.8303 1.1567 -0.1425 -0.784
O 0.4717 1.4047 1.0298 -0.027
N 1.5898 0.1796 -0.4862 0.173
N 0.3341 1.7681 -1.1666 0.166
H 1.8433 -0.5349 0.1812 0.126
H 1.6301 0.0239 -1.4833 0.111
H 0.6756 1.4988 -2.0781 0.109
H -0.2505 2.5807 -1.0318 0.128
C 1.0978 -4.8644 -2.3687 -0.057
C 2.5664 -4.8840 -2.8026 -0.555
C 3.1217 -6.2885 -2.6214 -0.066
O 2.7636 -4.4449 -4.0841 -0.025
H 0.9983 -5.0229 -1.2949 0.080
H 0.5369 -5.6341 -2.8990 0.079
H 0.7370 -3.8643 -2.6088 0.076
H 3.1537 -4.2834 -2.1079 0.138
H 2.8757 -6.5269 -1.5866 0.076
H 4.2046 -6.2957 -2.7456 0.080
H 2.6286 -6.9936 -3.2906 0.079
H 2.0695 -4.7897 -4.6505 0.094
C -3.0623 -0.3632 5.2996 -0.075
C -3.1220 -1.3219 4.1566 -0.527
C -4.3418 -2.1752 4.2007 -0.058
O -3.1767 -0.6065 2.9210 -0.054
H -2.2116 0.3183 5.3092 0.078
H -2.9976 -0.8816 6.2562 0.080
H -3.9546 0.2627 5.3113 0.086
H -2.2135 -1.9236 4.1807 0.133
H -4.1900 -3.0514 3.5705 0.084
H -5.2059 -1.6088 3.8533 0.083
H -4.5467 -2.4799 5.2270 0.082
H -2.3923 -0.0635 2.8136 0.085
```

Calculated values
HOMO (eV): -9.468
Charge: 0
Lowest unoccupied orbital energy (eV): 0.35
SMILES: NC(N)=O.NC(N)=O.NC(N)=O.NC(N)=O.CC(C)O.CC(C)O.CCO.CCO
Orbital gap (eV): 9.821
Energy above the lowest of the compared OMol25 structures with the same formula, charge and spin (kcal per mole): 0.00


[4]
Computed, not measured: a molecular structure, C38H50IN9O3SSbY, with ωB97M-V with the def2-TZVPD basis set.

```
104
Properties=species:S:1:pos:R:3:lowdin_charge:R:1
Y 0.0859 0.1459 0.1071 1.179
N 1.9287 4.4260 -1.3875 0.165
C 1.6530 3.3354 -0.7003 -0.174
N 0.6188 2.5592 -0.8895 0.024
C -0.2665 2.8782 -1.9196 -0.290
N -1.2686 2.1366 -2.2587 0.098
N -1.3441 0.9127 -1.6143 -0.078
C -2.2501 0.1625 -2.1011 -0.067
C -2.3986 -1.2351 -1.6992 -0.283
C -3.4119 -1.9879 -2.2621 0.009
C -3.5465 -3.3189 -1.8994 -0.019
C -2.6522 -3.8427 -0.9868 -0.020
C -1.6635 -3.0167 -0.4777 -0.166
N -1.5223 -1.7393 -0.8141 0.008
C -0.0514 4.1121 -2.6801 -0.086
C -0.9110 4.5321 -3.7006 0.003
C -0.6253 5.6711 -4.4194 -0.042
C 0.5297 6.4093 -4.1412 -0.039
C 1.3902 6.0116 -3.1413 0.005
C 1.0888 4.8629 -2.4154 -0.164
H 2.8438 4.8350 -1.2802 0.141
H 2.3485 3.0879 0.0938 0.139
H -2.8975 0.5603 -2.8776 0.142
H -4.0809 -1.5298 -2.9837 0.129
H -4.3266 -3.9325 -2.3306 0.125
H -2.7048 -4.8762 -0.6701 0.122
H -0.9704 -3.4143 0.2467 0.020
H -1.7953 3.9435 -3.9087 0.117
H -1.2946 5.9953 -5.2094 0.119
H 0.7505 7.3038 -4.7124 0.121
H 2.2859 6.5814 -2.9074 0.126
C 0.9631 -0.2006 -4.3714 -0.004
C 2.0518 0.5269 -3.6335 -0.246
N 2.8744 1.3114 -4.2999 0.144
C 3.8625 1.9617 -3.6484 -0.084
C 4.0886 1.8377 -2.3042 -0.151
C 5.1729 2.6827 -1.6564 -0.170
O 4.8928 4.0911 -1.7063 -0.064
C 3.2095 1.0052 -1.5703 -0.113
C 3.4761 0.6806 -0.1815 -0.058
N 2.6106 0.2627 0.6758 0.007
C 3.1398 -0.1911 1.9222 -0.372
C 3.9764 0.5959 2.7106 -0.024
C 4.4518 0.1249 3.9299 -0.049
C 4.0955 -1.1375 4.3788 -0.055
C 3.2483 -1.9311 3.6128 -0.124
C 2.7795 -1.4458 2.4061 -0.602
I 1.4219 -2.5894 1.2893 1.173
C 2.1431 0.3680 -2.2238 -0.297
O 1.2603 -0.3691 -1.5914 -0.247
H 0.9717 0.1008 -5.4154 0.087
H -0.0160 0.0119 -3.9339 0.059
H 1.1152 -1.2825 -4.3060 0.094
H 4.4910 2.6024 -4.2633 0.124
H 6.1357 2.4802 -2.1264 0.136
H 5.2776 2.4554 -0.5984 0.105
H 5.2148 4.4436 -2.5417 0.098
H 4.5176 0.7122 0.1350 0.140
H 4.2439 1.5921 2.3688 0.123
H 5.1031 0.7517 4.5279 0.121
H 4.4654 -1.5082 5.3276 0.122
H 2.9621 -2.9179 3.9521 0.109
C -6.4549 -1.5789 1.8486 -0.030
N -5.2793 -0.6998 1.7838 -0.190
C -5.4975 0.5140 0.9991 -0.061
C -4.0683 -1.0709 2.2316 -0.685
S -2.6465 -0.3301 1.6407 0.656
N -4.0416 -2.0342 3.1899 -0.205
C -4.9849 -2.0276 4.3133 -0.035
C -2.8996 -2.9226 3.3727 -0.060
H -6.9591 -1.5404 0.8832 0.098
H -7.1640 -1.2617 2.6134 0.098
H -6.1547 -2.6041 2.0368 0.093
H -6.4743 0.9235 1.2536 0.100
H -5.4819 0.2845 -0.0690 0.093
H -4.7318 1.2478 1.2123 0.046
H -5.6446 -1.1677 4.2553 0.090
H -4.4163 -1.9522 5.2420 0.098
H -5.5836 -2.9396 4.3545 0.100
H -2.2212 -2.8396 2.5311 0.043
H -3.2575 -3.9513 3.4482 0.100
H -2.3593 -2.6863 4.2925 0.089
C -1.4958 4.5934 0.8774 -0.296
Sb -0.9492 2.7187 1.7619 1.277
C 0.6764 3.6053 2.8571 -0.287
C -2.3719 2.7693 3.3517 -0.310
H -1.6490 5.3145 1.6825 0.020
H -2.4104 4.5142 0.2855 0.014
H -0.6880 4.9498 0.2331 -0.006
H 0.2395 4.2746 3.6017 0.019
H 1.3039 4.2034 2.1893 0.001
H 1.2957 2.8648 3.3664 -0.011
H -2.1893 3.6656 3.9491 0.018
H -2.2807 1.8764 3.9723 -0.011
H -3.3800 2.8066 2.9362 0.003
C 0.3517 0.3942 5.2871 -0.050
C -0.0953 -0.3489 4.0513 -0.297
O 0.4439 0.2825 2.8596 -0.306
H -0.0194 -0.1145 6.1825 0.094
H -0.0305 1.4181 5.2916 0.077
H 1.4459 0.4268 5.3558 0.080
H -1.1701 -0.3278 3.9307 0.054
H 0.2298 -1.3916 4.0798 0.095
H 1.3659 0.4736 3.0593 0.038
```

Calculated values
HOMO (eV): -12.690
Charge: +2
Lowest unoccupied orbital energy (eV): -5.46
Orbital gap (eV): 7.229
Energy above the lowest of the compared OMol25 structures with the same formula, charge and spin (kcal per mole): 22.88


[5]
Computed, not measured: a single C27H31N3O4S molecule, with ωB97M-V with the def2-TZVPD basis set.

```
66
Properties=species:S:1:pos:R:3:nbo_charge:R:1
C -1.0889 -5.3197 -2.1238 -0.249
H -0.8435 -4.7361 -3.0175 0.174
O -1.8498 -4.5719 -1.2096 -0.481
C -1.3055 -3.4325 -0.6994 0.265
C -0.0441 -2.9467 -0.9907 -0.305
C 0.4144 -1.7690 -0.4174 -0.153
C -0.3879 -1.0475 0.4429 -0.060
C -1.6512 -1.5437 0.7646 -0.253
C -2.1204 -2.7187 0.2080 0.264
O -3.3385 -3.2706 0.4635 -0.482
C -4.1904 -2.6195 1.3718 -0.249
H -3.7402 -2.5437 2.3670 0.177
H -5.0854 -3.2372 1.4276 0.201
H -4.4653 -1.6179 1.0236 0.172
H -2.2588 -0.9965 1.4671 0.220
C 0.0972 0.2133 1.1161 -0.151
N 1.1297 0.9321 0.3600 -0.432
C 0.8993 1.2678 -0.9255 0.713
O -0.1180 0.9398 -1.5158 -0.646
C 1.9698 2.0715 -1.6690 -0.530
C 3.2353 1.3077 -1.8639 -0.193
C 4.5060 1.6604 -1.5266 -0.265
C 5.4662 0.6836 -1.8779 -0.253
C 4.9109 -0.3977 -2.4775 -0.413
S 3.2020 -0.2480 -2.6337 0.439
H 5.3949 -1.2812 -2.8430 0.239
H 6.5190 0.7890 -1.6883 0.230
H 4.7589 2.5920 -1.0505 0.225
H 1.5283 2.3008 -2.6438 0.256
H 2.1706 3.0155 -1.1581 0.237
C 2.1996 1.4560 1.1919 -0.231
C 2.9367 0.3515 1.9049 -0.090
C 3.6044 -0.6443 1.2013 -0.166
C 4.2626 -1.6405 1.9008 -0.250
C 4.2303 -1.6014 3.2870 0.037
N 3.6008 -0.6602 3.9673 -0.413
C 2.9702 0.2845 3.2948 0.045
H 2.4634 1.0287 3.8967 0.197
H 4.7284 -2.3548 3.8826 0.193
H 4.7888 -2.4264 1.3818 0.220
H 3.6117 -0.6380 0.1225 0.225
H 2.9067 2.0109 0.5780 0.226
H 1.7629 2.1374 1.9335 0.220
C -1.0194 1.2206 1.4744 0.677
O -1.0420 1.7638 2.5628 -0.643
N -1.8963 1.4405 0.4895 -0.631
H -1.6974 1.0319 -0.4188 0.438
C -2.9571 2.4177 0.5696 -0.052
C -2.6739 3.6276 -0.3484 -0.417
H -1.8462 3.3748 -1.0136 0.208
H -2.3953 4.5133 0.2196 0.216
C -3.9491 3.8315 -1.1652 -0.400
H -4.6607 4.4421 -0.6070 0.195
H -3.7544 4.3157 -2.1208 0.211
C -4.4930 2.4151 -1.3193 -0.404
H -5.5356 2.3940 -1.6324 0.212
H -3.8982 1.8683 -2.0522 0.198
C -4.2874 1.8205 0.0719 -0.412
H -4.2472 0.7322 0.0578 0.213
H -5.0998 2.1260 0.7319 0.207
H -3.0160 2.7139 1.6201 0.233
H 0.5603 -0.0724 2.0690 0.248
H 1.4044 -1.4226 -0.6653 0.201
H 0.6038 -3.4763 -1.6702 0.218
H -1.7163 -6.1637 -2.4064 0.200
H -0.1645 -5.6933 -1.6699 0.173
```

Calculated values
HOMO (eV): -7.859
Charge: 0
Lowest unoccupied orbital energy (eV): 0.48
SMILES: COc1ccc([C@H](C(=O)NC2CCCC2)N(Cc2cccnc2)C(=O)Cc2cccs2)cc1OC
Orbital gap (eV): 8.337
Energy above the lowest of the compared OMol25 structures with the same formula, charge and spin (kcal per mole): 29.97


E list, top to bottom, in Ha: -2558.17346, -703.90150, -1599.80929, -3170.69451, -1910.89109